79
Properties=species:S:1:pos:R:3:forces:R:3 method="wB97M-V/def2-TZVPD" total_charge=0 total_energy_ha=-4840.92253 multiplicity=1
C 5.75199 0.53696 0.42963 0.03 0.00 0.08
H -1.27129 5.86144 2.32870 -0.01 -0.01 0.02
C -1.24033 0.05916 -3.99278 -0.09 0.08 0.05
C -5.78303 2.30333 1.30748 0.10 0.09 0.01
H -4.97708 2.33992 3.31469 0.05 0.05 0.02
C -0.38760 4.28717 1.15392 0.04 -0.17 0.04
H -1.22745 -2.21379 0.35569 0.01 0.01 0.02
S 5.23262 -1.51588 -0.98606 -0.04 0.16 0.17
H -3.69270 -4.50224 2.82502 -0.02 0.00 0.00
H -2.35486 -1.00699 2.90239 0.05 0.03 0.02
H -3.92740 0.37190 2.66610 0.03 -0.03 0.00
C -4.24881 -2.68577 1.77434 0.05 -0.08 0.00
H -0.70637 -1.47314 2.51544 0.01 0.07 -0.01
H 6.27156 1.28682 1.00923 0.02 0.01 -0.04
H -0.71225 0.80235 -4.59346 0.02 -0.05 -0.03
H -5.94023 2.01328 -0.83468 0.01 0.00 -0.01
C 4.34460 0.53764 0.22078 -0.05 0.10 0.00
H -1.81824 1.54512 -2.51823 0.06 0.04 0.04
H -1.04068 4.66819 4.47972 -0.02 0.02 -0.02
H -4.11119 3.33903 2.15697 0.04 0.00 0.04
C -0.12214 2.93216 3.59855 0.08 -0.20 0.00
C 0.29092 2.37308 2.42768 -0.08 0.14 0.28
C 0.18684 2.98815 1.16511 -0.05 0.19 -0.12
H -0.62139 -0.84176 -3.98696 0.04 0.03 -0.04
C -3.75157 0.03148 -3.61046 0.07 -0.14 -0.07
C 0.56568 3.07469 -1.17852 0.14 -0.31 0.01
C -1.74996 -1.73507 2.35706 0.02 -0.24 0.00
H -3.92044 -2.06197 -0.25927 0.05 -0.11 0.06
H -0.93243 5.94127 -0.11407 0.01 0.00 -0.03
H -4.71143 -0.27130 -4.03549 -0.01 0.03 0.02
H -4.37789 0.05771 0.37932 0.01 0.01 0.01
Te 1.96232 -0.98029 -1.16503 -0.16 -0.03 0.18
C -4.61357 2.37613 2.28613 -0.11 -0.05 -0.06
C -0.48259 4.95558 -0.08738 0.00 0.04 -0.12
C 0.00365 4.36700 -1.22200 -0.12 0.11 0.07
H -2.78622 0.33735 -5.50892 0.01 -0.05 -0.03
C -3.52732 -0.71153 -2.29022 -0.04 0.10 -0.12
C 3.90587 -0.51732 -0.52429 0.20 -0.13 -0.09
C -3.58660 0.79137 0.56541 0.39 0.09 0.00
H -4.57417 -1.70155 2.12058 -0.01 0.03 -0.02
C -2.02263 -3.13082 2.91536 -0.09 0.11 0.03
C 6.36640 -0.51576 -0.16680 -0.02 -0.19 -0.17
C -0.70744 4.21394 3.55636 -0.04 0.07 -0.09
H -3.65898 1.80418 -1.36047 0.03 0.05 0.01
H -1.62056 -3.22276 3.92608 0.02 -0.05 -0.02
P -1.95016 0.01046 0.12779 -0.19 -0.79 -0.17
C -3.83794 2.02339 -0.30785 -0.09 -0.04 -0.05
H 7.41528 -0.76445 -0.19012 0.00 0.04 0.06
H -3.12468 2.80352 -0.02250 0.04 -0.01 -0.02
H 0.93393 2.64366 -2.10418 -0.04 0.00 -0.01
C -1.34393 0.56096 -2.55233 -0.05 -0.25 -0.11
C -3.35060 -2.52172 0.54918 -0.05 0.02 -0.01
Br 1.12199 0.64471 2.44824 0.13 0.00 0.26
C -0.83405 4.87027 2.36377 -0.03 0.04 0.09
Be 1.04224 0.65521 0.22964 -0.46 0.47 -0.84
C -3.62768 1.21912 2.04717 -0.05 0.08 0.02
H -3.63570 -1.78174 -2.48405 -0.06 0.00 0.05
H -6.26640 1.32614 1.39621 -0.01 0.00 0.01
H 0.00189 2.41368 4.53974 -0.02 0.00 -0.01
C -2.62694 -0.25343 -4.60531 0.02 0.08 0.11
C -3.53100 -3.42578 2.91501 0.05 0.03 -0.07
H 3.69487 1.32017 0.58883 -0.03 0.01 0.02
C -5.27997 2.52417 -0.12915 0.01 0.00 0.08
H -3.06450 -3.51784 0.19792 -0.02 0.00 -0.04
H -2.62779 1.52291 2.37527 -0.01 -0.03 0.02
H -6.53378 3.05352 1.56128 -0.05 -0.05 -0.01
C -2.06758 -1.71426 0.85415 0.02 0.28 0.03
C 0.64028 2.33692 -0.01897 0.15 -0.12 0.33
H -1.49438 -3.85708 2.29062 0.02 -0.02 0.04
H -5.32232 3.58836 -0.37322 0.00 -0.01 -0.03
H -0.34159 0.67707 -2.14520 0.01 0.09 0.00
H -3.96652 -3.12114 3.86945 0.00 -0.03 0.01
H -2.67537 -1.30447 -4.90025 -0.02 0.00 -0.03
C -2.11997 -0.44787 -1.69250 0.09 0.31 0.13
H -3.81432 1.10798 -3.43369 -0.04 0.01 0.01
H -4.32647 -0.43330 -1.60113 0.02 -0.05 0.00
H -5.15062 -3.23065 1.48823 -0.05 0.06 0.03
H -0.06554 4.88362 -2.17154 0.04 0.04 0.02
H -1.54726 -1.38220 -1.74355 0.01 0.01 0.02

88
Properties=species:S:1:pos:R:3:forces:R:3 method="wB97M-V/def2-TZVPD" total_charge=-1 total_energy_ha=-7814.35575 multiplicity=1
C 0.88737 4.02169 1.70281 -0.10 -0.07 -0.08
H -0.64039 -3.52198 -4.09441 0.04 -0.01 -0.02
N -1.43853 -1.94887 0.67444 -0.30 0.58 1.39
H -0.11578 -0.15873 5.67393 -0.12 0.00 0.03
H -2.10849 2.84312 5.96070 -0.10 0.05 0.08
H 1.62499 4.68546 1.25338 0.14 0.08 0.01
H 2.67105 0.33189 6.13476 0.02 -0.11 0.06
C 2.89149 2.89311 2.52904 -0.12 -0.14 0.04
H 3.02400 1.79428 5.23094 0.07 0.08 -0.01
O -2.68398 -1.83874 2.80002 0.33 -0.04 -0.14
H 1.11650 -4.54920 4.37185 0.07 0.06 0.10
H 1.02715 -1.40915 5.21391 0.11 -0.08 0.01
H -0.77065 1.73087 6.20493 0.03 -0.05 0.14
C 1.48297 3.33042 2.92880 -0.35 -0.31 0.24
H -2.04089 0.52140 3.00294 -0.05 0.04 0.09
H 1.89893 -0.50068 2.49722 0.31 0.05 0.28
H 6.14478 -2.09504 0.00134 0.03 -0.04 -0.01
H -2.69511 -5.60732 1.41586 -0.06 -0.11 -0.11
Br 7.32469 0.25723 -0.78309 -0.09 0.02 0.01
C 0.49245 -0.52848 4.85327 -0.11 0.10 -0.12
N 0.66103 -7.12801 4.12823 0.09 -0.26 0.14
H 1.54138 1.68549 6.18029 -0.03 0.08 0.16
H 4.54183 -3.88081 0.61288 -0.01 -0.03 0.02
H -0.44920 3.41146 5.77035 0.07 0.12 0.08
C -1.10496 -6.42392 2.63081 0.14 0.01 0.07
C 1.80007 -3.65493 0.70627 -0.13 0.20 0.03
H 0.58702 -8.04562 3.72190 0.12 0.02 0.00
C 5.08007 -1.91018 -0.00998 -0.23 -0.33 0.13
C 0.27988 -4.78537 3.72920 -0.01 -0.07 -0.06
C -0.33621 -1.99108 -2.59659 0.17 -0.09 -0.33
C -0.03570 -6.12161 3.47738 -0.23 0.20 -0.03
C 4.88571 1.68122 -1.05162 0.52 -0.62 0.14
C 2.81650 -2.61229 0.35846 -0.51 0.51 -0.20
H 2.82582 -1.11259 3.88706 0.01 -0.12 0.15
C -0.46648 -3.78055 3.15250 0.02 -0.02 0.09
H 0.01147 4.61465 1.93998 -0.13 0.07 0.04
H -1.33753 -7.45911 2.42248 -0.07 -0.10 0.00
H 3.43994 3.74707 2.12852 -0.01 0.09 -0.06
N -0.53068 -1.60413 -1.35635 -0.05 -0.04 1.21
H -3.19765 1.34659 4.04260 -0.13 0.10 0.06
C 1.56101 4.29256 4.11008 -0.08 -0.13 -0.09
N -1.58747 -3.68772 -0.87704 0.03 -0.19 0.05
C -1.11420 2.56866 5.60447 0.10 -0.01 -0.16
S -2.46684 -2.71559 1.67646 -0.27 0.07 0.55
C 4.60821 -0.63615 -0.37951 -0.38 0.01 0.03
H 0.58765 4.71498 4.34475 -0.08 0.07 0.06
H 1.58408 -6.88891 4.45260 -0.03 -0.08 -0.08
H -1.67968 -5.06417 -2.37469 0.01 0.04 -0.09
O -3.64623 -3.19742 1.00321 0.34 -0.15 -0.03
C -1.21419 -2.44546 -0.53014 0.04 -0.69 -1.28
H 5.52832 2.51437 -1.29619 0.02 0.00 -0.02
N 2.35206 -1.41634 0.03013 0.21 -0.76 0.07
C 2.59439 0.80920 -0.77212 0.42 0.33 -0.09
H -0.24354 -2.73811 3.31854 0.13 0.03 0.13
C 5.42115 0.45032 -0.73881 0.37 0.59 -0.14
H 0.19525 -1.29850 -3.23921 0.07 0.04 0.02
Br 2.77164 3.52738 -1.51663 0.17 -0.04 -0.03
H -1.32564 4.27772 3.50482 0.06 0.10 -0.03
H 3.46256 2.50489 3.36771 0.07 -0.08 0.06
C 4.18988 -2.89493 0.33831 0.51 0.26 -0.09
H -2.03632 0.24246 4.74235 0.04 -0.11 0.08
C 2.44234 -0.20813 3.41297 -0.22 0.01 -0.43
H 1.95147 3.80537 4.99933 0.06 0.01 0.17
Pd 0.09174 -0.31467 0.47189 -0.23 1.28 -1.08
C -0.77848 -3.22239 -3.06758 -0.01 0.10 0.06
C -1.21438 2.18370 4.13304 0.39 -0.06 -0.08
H 1.57303 -4.26688 -0.16800 -0.04 -0.05 -0.08
H 0.61142 3.26680 0.96667 0.00 0.04 -0.11
H 0.87887 -3.15685 1.01852 0.14 -0.18 -0.03
C -1.53324 -4.09621 2.33309 -0.40 0.51 -0.34
H -2.87157 3.44719 3.57470 -0.11 -0.02 0.10
H 2.82878 2.13601 1.74937 0.13 -0.06 -0.11
H 2.22683 5.11955 3.85696 0.08 0.09 -0.02
C 1.48147 0.52059 4.35212 -0.37 0.30 -0.36
C 3.51485 1.84015 -1.05315 -0.82 0.07 -0.12
C 3.19650 -0.45022 -0.36842 0.48 0.16 0.11
C -1.85615 -5.40961 2.06381 -0.01 0.06 -0.06
H -1.75080 3.07816 2.26159 -0.07 0.11 -0.11
C 2.22185 1.12982 5.54004 -0.14 0.09 -0.23
C -2.16771 0.99795 3.97609 0.09 -0.15 -0.20
H -0.16146 -0.82105 4.03119 -0.11 -0.12 0.11
H 2.14098 -4.31783 1.49794 0.03 -0.04 0.08
O 1.34374 0.96769 -0.88151 -0.64 -0.30 0.79
P 0.42968 1.72629 3.22531 0.35 -0.01 0.34
N 0.01028 1.15277 1.85837 0.11 -1.14 -0.68
C -1.37324 -4.05114 -2.12531 0.05 0.07 -0.13
H 3.29525 0.40071 3.13259 0.08 0.03 -0.11
C -1.81864 3.32714 3.31878 0.08 0.04 -0.03

83
Properties=species:S:1:pos:R:3:forces:R:3 method="wB97M-V/def2-TZVPD" total_charge=+2 total_energy_ha=-2823.72805 multiplicity=2
C 1.63924 -2.20855 -1.24973 0.21 0.16 -0.02
H -1.36137 4.38885 1.05600 0.00 0.01 0.00
C -2.81496 -1.84280 0.96133 0.01 0.01 0.00
H 1.39064 -3.21110 -0.89177 0.00 0.00 0.02
H 0.97777 -1.93535 -2.06811 0.03 -0.07 0.08
H 5.22900 2.29145 0.49984 0.00 -0.01 0.00
C -1.24687 -1.09706 -1.11968 0.03 -0.03 -0.06
C 4.31842 1.99284 -0.02826 0.02 -0.07 0.00
H -8.42157 -3.15940 1.10832 -0.01 -0.01 0.00
H -0.55053 2.85521 -2.59161 0.00 0.01 0.01
H 1.79103 -0.10636 -2.80323 0.06 0.14 -0.04
C -6.94625 -2.42587 -0.30916 0.00 0.00 0.07
N -5.73744 -2.36664 0.34989 -0.04 0.00 -0.08
C -3.40870 -1.70387 -0.29307 -0.07 -0.02 -0.05
H 1.48378 4.15728 -2.05784 0.00 0.00 0.00
H -0.64800 0.89648 2.33920 0.00 -0.03 0.00
O 3.38618 -1.07498 0.59491 -0.04 0.11 -0.18
H -9.78231 -2.25581 -2.86356 0.00 0.00 -0.01
C 5.73496 -3.62743 2.83677 -0.08 -0.04 0.06
H 3.08888 3.40759 -2.12340 -0.05 0.01 -0.04
C -6.67774 -1.98234 -1.61236 0.10 0.00 -0.04
H 4.17811 2.19969 2.67106 0.00 0.00 0.00
H 2.85900 4.40992 -0.06470 -0.02 0.01 0.01
Sb 1.30878 1.59499 -0.12073 0.14 0.22 0.05
C 1.42328 1.98124 -2.28509 -0.03 -0.02 -0.01
H -1.87513 0.93897 0.02834 0.00 0.07 0.06
H 0.14927 2.05810 -3.99021 0.00 -0.01 -0.01
H -0.59904 -0.78349 -1.92388 -0.05 -0.01 0.01
C -4.81985 -1.91832 -0.56498 0.07 0.01 0.06
C -8.96099 -2.29302 -2.16179 0.02 0.00 0.00
N -5.34115 -1.67788 -1.74013 -0.07 0.01 0.01
H 2.44373 1.07538 -3.93417 0.00 0.01 -0.02
H 0.34985 4.38584 1.43312 0.04 0.00 -0.01
C -1.75370 2.01857 0.07745 -0.02 -0.03 0.02
H -0.54919 1.09065 -2.69511 0.02 0.04 -0.03
H 4.04336 4.29315 1.22444 0.01 -0.01 0.00
H 7.33762 -2.85357 1.61767 0.00 0.00 0.00
C 4.39531 -3.63239 3.05502 0.09 0.00 -0.02
H 2.11024 3.53016 -3.57505 -0.01 0.00 -0.01
C -2.57650 -1.32317 -1.35227 0.02 0.01 0.02
N -0.67173 -1.23154 0.09399 0.05 -0.01 0.11
H 4.33945 2.49010 -0.99678 0.02 -0.02 0.05
C -8.21991 -2.81695 0.10275 -0.02 0.01 -0.02
H 1.85298 -3.61184 3.27547 -0.03 0.01 0.00
C 3.12660 2.41520 0.82524 -0.05 0.03 -0.04
C -0.54111 1.98099 2.26421 -0.01 0.00 0.00
C -0.39291 3.98192 0.75176 0.01 0.01 0.00
H 4.36626 0.91725 -0.17858 0.00 0.00 0.01
C 3.54359 -2.80033 2.26796 -0.09 -0.06 0.03
H -7.50159 -1.57021 -3.56764 0.00 0.00 0.00
H -1.41700 2.42794 2.74269 -0.02 -0.02 0.01
O 1.20977 -2.37456 1.85874 -0.10 -0.04 0.05
H 3.29218 0.74726 2.23445 0.00 -0.02 -0.01
H -2.61044 2.41523 0.62993 0.00 0.01 0.00
C 4.08261 -1.92559 1.27624 0.01 0.04 0.01
C 2.06970 3.34831 -2.49718 -0.02 0.03 0.01
H -10.22009 -3.03161 -0.58072 0.00 0.00 0.01
Ir 1.38289 -1.03077 0.37889 -0.35 -0.31 -0.03
C 0.03063 1.98920 -2.90536 0.01 -0.01 -0.01
C 3.06127 3.94005 0.89666 0.00 0.00 0.01
C -9.21300 -2.74048 -0.84660 0.01 0.00 0.02
H -1.80884 2.42451 -0.93035 0.00 -0.02 0.00
H 2.68658 -2.13110 -1.53322 -0.01 -0.06 -0.04
C 5.48367 -2.00222 1.05143 0.02 -0.06 0.07
C 6.27332 -2.81905 1.81164 0.05 0.03 -0.06
H -0.19091 4.35693 -0.25386 -0.01 -0.02 0.00
H -2.99647 -1.20444 -2.34103 0.00 0.01 -0.01
C -7.70466 -1.91061 -2.56205 -0.03 -0.02 0.01
H -0.99053 -1.73810 2.07383 -0.03 0.04 -0.04
H 3.96738 -4.27258 3.81488 -0.03 0.00 0.00
H -3.37973 -2.13327 1.83598 -0.01 0.01 0.00
H -5.57136 -2.65606 1.29727 0.00 0.00 0.00
C -0.49252 2.45739 0.81628 -0.02 -0.03 -0.11
H 0.32931 2.29001 2.84004 0.03 0.01 0.01
Cl 6.79644 -4.60861 3.76553 -0.01 0.01 -0.02
C -1.46641 -1.60879 1.11190 0.08 0.03 0.07
C 2.28304 0.86708 -2.87324 -0.01 -0.04 -0.05
H 3.26356 0.79567 -2.39865 -0.02 -0.01 -0.01
H 2.43809 2.16161 2.88842 -0.02 0.00 0.00
Cl 6.18718 -1.07766 -0.21779 -0.02 0.02 0.00
H 2.33868 4.29745 1.62546 -0.02 -0.01 0.02
C 3.24444 1.83594 2.23254 0.03 -0.01 0.02
C 2.17238 -2.93060 2.48542 0.18 -0.01 0.06